{
  "formula": "C5H9Cl2N",
  "method": "wB97M-V/def2-TZVPD",
  "lumo_energy_ev": [0.24, 0.24],
  "e_homo_ha": [-0.331, -0.331],
  "homo_lumo_gap_ev": [9.25, 9.25],
  "symbols": ["H", "Cl", "Cl", "H", "H", "H", "C", "H", "H", "C", "N", "C", "H", "C", "H", "H", "C"],
  "positions_angstrom": [[3.1854, -1.8201, -0.8847], [-3.1685, -0.5449, -0.0594], [2.2493, 1.0346, -0.2214], [-1.0881, 0.8961, 1.7303], [-1.5543, 0.0012, -1.9074], [-0.2762, 2.1857, 1.3450], [0.2846, -0.6698, -0.1857], [-0.4423, -1.5090, -0.3361], [3.0116, -1.6631, 1.0117], [1.5799, -0.6038, -0.0735], [-0.8915, 1.0103, -0.2994], [-1.0658, 1.6053, 1.0103], [-2.5261, 1.5829, -1.1722], [2.5712, -1.7676, -0.0087], [-1.9492, 2.2631, 1.1994], [2.0906, -2.6487, -0.1373], [-2.0105, 0.6477, -1.0110]],
  "forces_ev_per_angstrom": [[1.189, 0.884, -0.050], [0.083, 0.392, -0.460], [0.276, -0.724, 0.434], [-0.667, -2.655, 2.333], [-1.977, 1.719, 1.541], [2.080, 1.367, -0.222], [-4.056, 1.884, -0.278], [0.958, 0.879, 0.482], [0.409, -0.495, -1.162], [0.648, 0.696, -1.023], [3.103, -2.387, 0.538], [-1.303, 1.127, -1.146], [-0.865, -0.266, -0.623], [-0.032, 3.233, 1.213], [0.186, -0.685, -0.960], [-2.075, -2.825, 0.430], [2.043, -2.142, -1.047]],
  "nbo_charge": [0.24, -0.24, -0.01, 0.20, 0.23, 0.20, -0.02, 0.23, 0.24, -0.08, -0.40, -0.44, 0.22, -0.63, 0.21, 0.22, -0.16]
}

=====

{
  "formula": "C5H9Cl2N4O",
  "method": "wB97M-V/def2-TZVPD",
  "charge": 1,
  "lumo_energy_ev": -5.19,
  "e_homo_ha": -0.510,
  "homo_lumo_gap_ev": 8.69,
  "symbols": ["N", "H", "H", "H", "H", "C", "H", "C", "C", "N", "H", "H", "H", "N", "C", "Cl", "Cl", "O", "C", "N", "H"],
  "positions_angstrom": [[2.6362, 1.2377, 2.9865], [-1.8528, -0.9202, 2.2992], [-0.9530, -0.0749, -1.5727], [0.9409, 0.1715, -1.0246], [1.7879, -0.9620, -0.1113], [1.3061, -0.0863, -0.0519], [-2.1313, -1.3940, -1.1979], [-1.1337, -1.0106, -1.0098], [-2.1453, -0.9740, 1.2879], [2.0588, 1.0247, 1.9663], [-0.4042, -1.8285, -1.2552], [0.7700, 3.0163, -0.0608], [-0.3142, 0.2981, 2.8850], [-1.0666, -0.7682, 0.4392], [0.1390, -0.2113, 0.8725], [1.8749, 2.1540, 4.1722], [-0.5410, 2.9717, -0.4138], [-3.2193, -1.1999, 0.8345], [2.2360, 0.7924, 0.7173], [0.3791, 0.1422, 2.0837], [2.8951, 1.4984, 0.1977]],
  "forces_ev_per_angstrom": [[1.651, -0.067, 1.169], [-0.059, 0.005, 1.630], [-0.233, -0.629, 0.202], [0.622, 0.866, -0.558], [1.509, -3.887, -0.420], [-1.454, 2.987, 1.943], [-0.029, 0.132, -0.250], [-0.038, -0.816, 0.021], [-0.202, 0.027, -1.677], [-0.764, -0.799, -1.557], [-0.613, 0.894, -0.044], [-2.007, 0.115, -0.553], [1.264, -0.559, -1.882], [3.164, 1.288, -0.968], [-2.546, -1.398, 1.879], [-0.417, 0.321, -0.071], [2.001, -0.108, 0.563], [-0.717, -0.266, 0.376], [0.268, 1.949, -1.331], [-1.552, 0.439, 1.209], [0.153, -0.492, 0.321]],
  "nbo_charge": [-0.13, 0.13, 0.22, 0.29, 0.28, -0.53, 0.27, -0.44, 0.55, 0.08, 0.22, 0.27, 0.44, -0.44, 0.55, 0.22, -0.26, -0.48, 0.11, -0.62, 0.26]
}

=====

{
  "formula": "C5H9Cl2NSi",
  "method": "wB97M-V/def2-TZVPD",
  "lumo_energy_ev": [0.74, -2.78],
  "e_homo_ha": [-0.191, -0.364],
  "spin_multiplicity": 3,
  "homo_lumo_gap_ev": [5.93, 7.11],
  "symbols": ["C", "H", "N", "H", "H", "Cl", "Si", "H", "H", "Cl", "H", "C", "H", "H", "C", "C", "C", "H"],
  "positions_angstrom": [[-2.0397, -0.9092, 0.2708], [-2.4233, -0.6210, 1.3137], [1.2056, -2.2905, -0.6294], [-2.0215, 1.8723, -0.0961], [1.4270, -3.2929, -0.5844], [2.0667, 3.0021, 0.6451], [2.4686, 0.9473, 0.9632], [-0.8792, 1.7114, -1.2122], [-1.2462, -0.7192, -1.5882], [3.8603, 0.4281, -0.4709], [-2.0566, -2.0028, 0.1123], [-1.6309, -0.1924, -0.6884], [3.0672, 1.1460, 2.3297], [0.1422, -0.1466, 1.4836], [-1.7236, 1.2132, -0.9409], [1.0854, -1.3510, 0.1486], [0.9864, -0.2412, 0.8099], [-2.2885, 1.4463, -1.8663]],
  "forces_ev_per_angstrom": [[-2.033, -3.337, 4.582], [0.453, 0.105, -1.871], [2.114, -1.144, -0.662], [-0.617, -0.726, -0.369], [-1.104, 0.784, -0.054], [-0.160, -0.500, -0.102], [0.047, 1.553, -0.230], [3.376, 0.740, -0.731], [-0.283, 0.048, 0.620], [-0.288, -0.114, 0.439], [0.292, 0.580, 0.363], [1.184, 0.570, -4.098], [-0.182, -0.791, -0.470], [-0.156, 0.522, 0.670], [-2.184, 2.428, 0.677], [-0.691, -3.145, -1.362], [0.770, 2.800, 1.880], [-0.540, -0.373, 0.719]],
  "lowdin_spin": [0.02, 0.00, 0.60, 0.00, 0.04, 0.05, 0.12, 0.00, 0.00, 0.01, 0.00, 0.01, 0.02, 0.06, 0.00, 0.47, 0.60, 0.00]
}

=====

{
  "formula": "C5H9Cl3NO",
  "method": "wB97M-V/def2-TZVPD",
  "charge": 1,
  "lumo_energy_ev": -4.99,
  "e_homo_ha": -0.488,
  "homo_lumo_gap_ev": 8.29,
  "symbols": ["H", "C", "H", "H", "H", "C", "Cl", "H", "H", "N", "C", "H", "H", "Cl", "O", "H", "C", "C", "Cl"],
  "positions_angstrom": [[0.4556, 2.5795, -1.1268], [-1.1329, -2.1076, 0.7842], [-1.2214, -0.6246, -0.7787], [-1.0731, -2.1325, 1.8688], [1.9318, -2.1853, -0.5304], [0.0833, 3.5867, -1.0188], [-0.8161, 3.9961, -2.4748], [1.9592, 0.7812, 0.2779], [0.1318, -3.7435, 0.0088], [0.0722, -2.7534, 0.2100], [-0.9363, -0.6795, 0.2709], [-1.4662, 0.0964, 0.8102], [-2.0144, -2.5982, 0.3968], [-0.9686, 3.6182, 0.4027], [1.1505, 0.5570, -0.1811], [0.7969, -0.5777, 1.4998], [1.0051, -1.9179, -0.0424], [0.5768, -0.5499, 0.4194], [1.4658, 4.6550, -0.7969]],
  "forces_ev_per_angstrom": [[-0.007, -0.038, -0.008], [-0.096, 0.460, -0.392], [0.049, 0.078, -0.115], [-0.117, -0.284, 0.136], [0.138, -0.150, 0.091], [-0.001, 0.087, -0.074], [-0.004, 0.000, 0.013], [0.351, 0.285, 0.114], [0.034, -0.120, 0.063], [0.271, 0.003, -0.176], [0.014, 0.101, 0.006], [-0.101, -0.061, 0.214], [-0.175, -0.142, 0.180], [-0.015, -0.065, 0.042], [-0.273, -0.369, -0.443], [0.032, 0.115, 0.098], [-0.192, 0.099, -0.146], [0.091, 0.020, 0.384], [0.002, -0.018, 0.013]],
  "nbo_charge": [0.23, -0.24, 0.24, 0.24, 0.25, -0.29, 0.03, 0.50, 0.45, -0.39, -0.42, 0.27, 0.25, 0.00, -0.68, 0.21, 0.28, 0.03, 0.03]
}